Molecular formula: C3H4O2S
Method: DFT, wB97M-V/def2-TZVPD

CARTESIAN COORDINATES (ANGSTROEM)
H1 -0.7555 1.5904 0.1839
H2 1.1227 -0.5042 -0.4896
C1 -0.5674 0.7879 -0.5010
H3 -1.4528 -0.2408 -2.2734
O1 1.0358 -1.7609 1.1025
S1 1.2647 0.7915 -0.5481
C2 -1.4854 0.2928 -1.3566
H4 -2.4154 0.9167 -1.2150
O2 1.8029 -0.6659 3.0423
C3 1.4504 -1.2075 2.0548

Cartesian forces (eV/Å) of the 2 atoms listed first:
H -1.16 -0.02 0.32
H 0.90 -0.99 -0.32

Output
* Kohn-Sham gap: 9.6 eV
* SMILES: O=C=O.C=CS
* F_max: 0.07273 hartree/bohr
* relative energy (zero: lowest compared OMol25 entry of this formula, charge and spin): 25.6 kcal/mol


Molecular formula: C3H4O2S2
Method: DFT, wB97M-V/def2-TZVPD

CARTESIAN COORDINATES (ANGSTROEM)
H1 1.3608 -0.9179 -2.1814
C1 -1.2229 0.7081 1.4097
H2 -2.1894 1.1132 1.9062
S1 0.8179 0.8165 -2.3564
O1 0.6563 -1.2811 0.7876
C2 0.3751 0.3441 -0.8998
C3 0.8292 -1.0067 -0.3961
O2 1.5960 -1.5935 -1.2799
H3 -0.1846 1.0117 2.0241
H4 -1.1144 -0.5287 1.3036
S2 -0.9242 1.3343 -0.3174

Cartesian forces (eV/Å) of the 2 atoms listed first:
H 1.23 -1.52 1.78
C 2.38 -1.87 1.23

Output
* Kohn-Sham gap: 8.0 eV
* F_max: 0.07332 hartree/bohr
* relative energy (zero: lowest compared OMol25 entry of this formula, charge and spin): 40.6 kcal/mol


Molecular formula: C3H4O2S2
Method: DFT, wB97M-V/def2-TZVPD

CARTESIAN COORDINATES (ANGSTROEM)
H1 1.9484 1.5617 -0.0926
H2 0.9820 2.1177 -1.5680
O1 0.2062 0.4971 -0.6864
S1 -0.3582 -2.4092 -1.2140
S2 0.4304 0.2499 1.9101
O2 -1.7066 -1.8204 0.9298
H3 -2.0575 -2.7120 0.7017
C1 -0.7545 -1.4751 0.0534
H4 0.4165 2.4418 0.1433
C2 0.9495 1.7515 -0.5687
C3 -0.0561 -0.2032 0.3914

Cartesian forces (eV/Å) of the 2 atoms listed first:
H -0.83 0.05 -0.73
H 0.19 0.31 -0.56

Output
* Kohn-Sham gap: 8.0 eV
* SMILES: COC(=S)C(O)=S
* F_max: 0.04222 hartree/bohr
* relative energy (zero: lowest compared OMol25 entry of this formula, charge and spin): 20.6 kcal/mol


Molecular formula: C3H4O3
Method: DFT, wB97M-V/def2-TZVPD

CARTESIAN COORDINATES (ANGSTROEM)
C1 -1.2548 0.4670 0.2675
H1 0.2404 -1.3102 -1.5966
H2 -1.3464 0.3253 1.3654
H3 1.3938 0.0934 1.2524
C2 0.5398 -0.9653 -0.5927
O1 -2.2011 0.5931 -0.4639
O2 1.0321 0.8961 0.8408
H4 0.2939 1.1284 -1.0695
O3 1.0937 -1.6947 0.1961
C3 0.2086 0.4670 -0.1994

Cartesian forces (eV/Å) of the 2 atoms listed first:
C -0.39 0.01 -0.31
H -0.10 0.01 0.11

Output
* Kohn-Sham gap: 10.2 eV
* SMILES: O=CC(O)C=O
* F_max: 0.01082 hartree/bohr
* relative energy (zero: lowest compared OMol25 entry of this formula, charge and spin): 36.3 kcal/mol


Molecular formula: C3H4O3
Method: DFT, wB97M-V/def2-TZVPD

CARTESIAN COORDINATES (ANGSTROEM)
O1 1.1806 0.9906 -0.3123
H1 -0.8749 -2.0544 0.9407
O2 1.5920 -1.1429 0.3344
O3 -1.1648 -1.7893 0.0581
C1 -0.7056 -0.4996 -0.1819
H2 0.8421 2.8535 -0.2774
C2 0.7816 -0.3374 0.0097
H3 -0.9230 -0.2490 -1.2260
H4 -1.1706 0.2836 0.4352
C3 0.4426 1.9449 0.2194

Cartesian forces (eV/Å) of the 2 atoms listed first:
O -0.22 0.31 0.10
H -0.05 -0.08 -0.15

Output
* Kohn-Sham gap: 9.2 eV
* F_max: 0.01474 hartree/bohr
* relative energy (zero: lowest compared OMol25 entry of this formula, charge and spin): 91.1 kcal/mol


Molecular formula: C3H4O3
Method: DFT, wB97M-V/def2-TZVPD

CARTESIAN COORDINATES (ANGSTROEM)
O1 -1.8066 1.3650 0.3728
C1 -0.9542 0.8849 -0.3268
O2 2.0073 -0.0847 0.4914
C2 0.8762 -0.1788 0.9080
H1 -0.9977 -1.1304 0.4186
C3 -0.2681 -0.4614 -0.0542
H2 1.1640 -0.8052 -1.2699
O3 0.2109 -0.9961 -1.2482
H3 -0.5634 1.3793 -1.2412
H4 0.6308 -0.0415 1.9748

Cartesian forces (eV/Å) of the 2 atoms listed first:
O 0.39 -0.23 -0.30
C -0.31 0.21 0.31

Output
* Kohn-Sham gap: 10.3 eV
* SMILES: O=CC(O)C=O
* F_max: 0.01081 hartree/bohr
* relative energy (zero: lowest compared OMol25 entry of this formula, charge and spin): 35.9 kcal/mol


Molecular formula: C3H4O3Rb
Method: DFT, wB97M-V/def2-TZVPD

CARTESIAN COORDINATES (ANGSTROEM)
H1 -2.7054 -0.6731 0.0661
O1 -1.8147 1.1669 0.0365
C1 -1.7897 -0.0273 0.2316
H2 3.3527 0.3397 0.2653
O2 2.4428 0.5779 0.0439
C2 1.6597 -0.4632 0.1856
O3 0.4631 -0.0053 -0.1351
H3 -0.8053 -1.3679 -1.1344
C3 -0.6542 -0.9276 -0.1383
H4 -0.5186 -1.6959 0.6372
Rb1 0.3696 3.0759 -0.0583

Cartesian forces (eV/Å) of the 2 atoms listed first:
H -0.17 0.89 1.42
O 0.23 -0.23 1.39

Output
* Kohn-Sham gap: 9.5 eV
* F_max: 0.09039 hartree/bohr
* relative energy (zero: lowest compared OMol25 entry of this formula, charge and spin): 41.9 kcal/mol
* total charge: +1


Molecular formula: C3H4O3Rh
Method: DFT, wB97M-V/def2-TZVPD

CARTESIAN COORDINATES (ANGSTROEM)
H1 -3.3443 0.2054 0.1539
H2 -1.7478 1.3787 0.7139
O1 0.6248 -0.0314 -1.2194
Rh1 2.0632 -0.0054 -0.0478
C1 -0.3704 -0.4662 -0.4602
C2 -2.3179 0.4688 0.4560
C3 -0.1820 -0.6540 0.9117
O2 1.0378 -0.3367 1.4492
H3 -0.7999 -1.4056 1.4186
O3 -1.6255 -0.1740 -0.8402
H4 -2.6605 0.3875 1.5032

Cartesian forces (eV/Å) of the 2 atoms listed first:
H 0.02 2.14 -1.15
H -0.91 0.56 -1.91

Output
* Kohn-Sham gap (spin up / spin down): 8.4 / 8.1 eV
* F_max: 0.13991 hartree/bohr
* relative energy (zero: lowest compared OMol25 entry of this formula, charge and spin): 81.6 kcal/mol
* total charge: +1
* spin multiplicity: 5


Molecular formula: C3H4O3Ru
Method: DFT, wB97M-V/def2-TZVPD

CARTESIAN COORDINATES (ANGSTROEM)
C1 -0.1745 0.8082 0.9752
H1 0.9483 1.3923 -0.5874
H2 -1.3064 1.2213 0.8203
Ru1 -0.4596 -1.5256 1.6255
O1 -0.4911 0.3436 -1.4797
H3 -0.5945 -1.2136 3.3510
C2 0.2207 -0.8259 -1.8995
H4 0.6659 1.0672 1.6253
C3 -0.0418 0.9759 -0.3668
O2 0.8432 -1.3524 -0.9512
O3 0.3898 -0.8911 -3.1129

Cartesian forces (eV/Å) of the 2 atoms listed first:
C -4.16 -1.27 1.92
H 0.04 0.87 -0.26

Output
* Kohn-Sham gap (spin up / spin down): 5.3 / 5.0 eV
* F_max: 0.13530 hartree/bohr
* relative energy (zero: lowest compared OMol25 entry of this formula, charge and spin): 126.2 kcal/mol
* spin multiplicity: 7


Molecular formula: C3H4O3S
Method: DFT, wB97M-V/def2-TZVPD

CARTESIAN COORDINATES (ANGSTROEM)
C1 0.7632 0.2465 2.6865
H1 1.0276 -1.0895 -2.0391
O1 0.4083 1.0737 3.5298
H2 -0.1652 -0.2199 -2.7004
H3 0.4839 -0.5993 0.1796
H4 -0.6129 -1.8602 -2.2958
O2 -1.2000 0.1050 -0.2223
C2 -0.2191 -0.4529 -0.5743
O3 0.0375 2.4395 1.3085
S1 -0.5650 1.3258 2.0590
C3 0.0418 -0.9687 -1.9314

Cartesian forces (eV/Å) of the 2 atoms listed first:
C 1.06 -1.16 -0.39
H 3.83 -1.40 -0.38

Output
* Kohn-Sham gap: 9.3 eV
* SMILES: O=S1#CO1.CC=O
* F_max: 0.08470 hartree/bohr
* relative energy (zero: lowest compared OMol25 entry of this formula, charge and spin): 132.0 kcal/mol


Molecular formula: C3H4O4
Method: DFT, wB97M-V/def2-TZVPD

CARTESIAN COORDINATES (ANGSTROEM)
H1 -0.0012 1.8897 -1.4501
C1 -0.1875 -0.4000 1.4664
O1 1.7858 0.3917 -0.1184
O2 0.5318 -2.1987 -0.5036
O3 -0.5004 -1.2559 2.1232
O4 -0.2501 -1.0128 -0.6616
H2 -0.0650 -2.7683 0.0095
C2 -0.3255 1.4994 -0.4848
C3 0.5841 0.3762 -0.1003
H3 -0.2068 2.3016 0.2465
H4 -1.3653 1.1770 -0.5269

Cartesian forces (eV/Å) of the 2 atoms listed first:
H -0.01 -0.23 0.02
C -0.29 0.22 1.19

Output
* Kohn-Sham gap: 10.1 eV
* F_max: 0.06838 hartree/bohr
* relative energy (zero: lowest compared OMol25 entry of this formula, charge and spin): 115.8 kcal/mol


Molecular formula: C3H4O4Tb
Method: DFT, wB97M-V/def2-TZVPD

CARTESIAN COORDINATES (ANGSTROEM)
H1 -0.9135 -2.2478 0.1552
C1 0.6799 0.4763 -0.1474
O1 -0.1317 0.3459 -1.5760
Tb1 4.0758 1.2304 0.6504
O2 -0.7802 1.1587 1.2053
C2 -0.7204 -1.2146 -0.1252
C3 -0.9183 -0.7083 -1.4157
O3 1.7241 1.1040 -0.0298
H2 -1.8420 -0.7798 -1.9949
H3 -0.3905 1.3064 2.0728
H4 -1.3769 0.1317 1.0092
O4 0.5936 -0.8030 0.1960

Cartesian forces (eV/Å) of the 2 atoms listed first:
H -0.23 0.38 0.26
C -0.50 -3.58 -3.06

Output
* Kohn-Sham gap (spin up / spin down): 7.2 / 6.2 eV
* F_max: 0.09210 hartree/bohr
* relative energy (zero: lowest compared OMol25 entry of this formula, charge and spin): 66.9 kcal/mol
* total charge: +2
* spin multiplicity: 8


Q: Among the records above, which one has the highest relative energy (zero: lowest compared OMol25 entry of this formula, charge and spin)?
A: C3H4O3S


Q: What is the F_max in the sixth record?
A: 0.01081 hartree/bohr


Q: What is the F_max in the twelfth record?
A: 0.09210 hartree/bohr